{
  "formula": "C5H7NO",
  "method": "ωB97M-V/def2-TZVPD",
  "symbols": ["C", "C", "N", "C", "C", "C", "O", "H", "H", "H", "H", "H", "H", "H"],
  "coordinates": [[-1.97152, -0.03260, 0.08860], [-0.54825, 0.24399, -0.36718], [1.19707, -0.88314, 1.09183], [0.53535, 0.36497, 0.66831], [1.93415, 0.04875, 0.26894], [-0.23443, 0.35046, -1.64330], [0.06631, 0.42306, -2.77391], [-2.45044, 0.90260, 0.40978], [-1.94782, -0.72294, 0.94481], [-2.57969, -0.48890, -0.70379], [0.80124, -1.66044, 0.56606], [0.33294, 1.08412, 1.46783], [2.78905, 0.48757, 0.78294], [2.07603, -0.11750, -0.80090]],
  "atomic_forces_ev_per_a": [[0.058, 0.041, -0.040], [0.025, 0.011, -0.067], [-0.527, -0.279, 0.201], [0.101, 0.013, -0.113], [0.151, 0.418, -0.253], [0.206, 0.023, -0.452], [-0.299, -0.032, 0.941], [-0.003, -0.277, -0.020], [-0.037, 0.184, -0.262], [0.151, 0.177, 0.227], [0.203, 0.150, -0.033], [0.118, -0.284, -0.197], [-0.278, 0.105, -0.217], [0.129, -0.250, 0.285]],
  "lowdin_charge": [-0.05, -0.26, 0.02, -0.28, -0.15, -0.15, 0.17, 0.08, 0.08, 0.08, 0.10, 0.14, 0.10, 0.10],
  "de_lowest_kcal_mol": 51.72,
  "spin_multiplicity": 1,
  "smiles": "CC(=C=O)[C@@H]1CN1",
  "gap_ev": 9.511
}